Entry from OMol25: a cluster of 2 separate species, C3H6ClOP in total in a non-equilibrium geometry (wB97M-V/def2-TZVPD).

Geometry as ORCA input:
```
! wB97M-V def2-TZVPD RIJCOSX def2/J DEFGRID3
* xyz 0 1
C -0.4946 2.4952 0.4673
C -0.4337 1.2460 0.8927
C 1.5231 -2.5821 -0.3876
O -1.2564 0.3835 -1.8022
P -0.8586 -0.0604 -0.4628
Cl -2.3802 -0.9103 0.3664
H -0.0634 3.3708 1.0447
H -0.6389 2.8120 -0.6042
H -0.0658 0.7384 1.7818
H 0.8436 -2.4703 0.3684
H 1.1727 -2.7100 -1.3795
H 2.6523 -2.3128 -0.2849
*
```

Properties
* relative energy (zero: lowest compared OMol25 entry of this formula, charge and spin): 360.7 kJ/mol
* E_LUMO (alpha / beta): -0.08 / -1.63 eV
* E_tot: -994.5694 a.u.
* frontier orbital gap (alpha / beta): 8.652 / 7.513 eV



Entry from OMol25: a cluster of 2 separate species, C3H6ClOPS in total in a non-equilibrium geometry (wB97M-V/def2-TZVPD).

Geometry as ORCA input:
```
! wB97M-V def2-TZVPD RIJCOSX def2/J DEFGRID3
* xyz 0 1
C -1.5897 1.0881 -0.0656
C -0.8000 -0.0439 -0.4286
C 0.0285 -0.6972 0.4182
P 1.0322 -1.9165 -0.2698
O 2.2751 -2.1245 0.4590
S 0.8933 -2.6779 -2.0647
H -1.1645 1.4607 0.8290
H -2.6040 0.8307 0.3027
H -1.7174 1.8803 -0.9056
H -0.9504 -0.4870 -1.4939
H 0.0523 -0.6969 1.5850
Cl 1.7615 1.7649 0.4623
H 2.7831 1.6193 1.1721
*
```

Properties
* relative energy (zero: lowest compared OMol25 entry of this formula, charge and spin): 135.8 kJ/mol
* E_LUMO: -0.77 eV
* E_tot: -1392.8614 a.u.
* frontier orbital gap: 8.508 eV



Entry from OMol25: a cluster of 2 separate species, C3H6ClP in total in a non-equilibrium geometry (wB97M-V/def2-TZVPD).

Geometry as ORCA input:
```
! wB97M-V def2-TZVPD RIJCOSX def2/J DEFGRID3
* xyz 0 3
C 0.6500 -0.0521 -0.1189
C 1.0562 -2.3728 0.8855
C -0.7937 2.3007 -0.7270
P -0.8637 0.6361 0.1204
Cl 1.9369 0.1043 -1.1102
H -0.0118 -2.4542 1.2635
H 1.2282 -2.5507 -0.1382
H 2.0138 -2.2564 1.5193
H 0.0991 2.9144 -0.4505
H -0.4426 2.0123 -1.7809
H -1.6914 2.9692 -0.6622
*
```

Properties
* relative energy (zero: lowest compared OMol25 entry of this formula, charge and spin): 222.4 kJ/mol
* E_LUMO (alpha / beta): 0.10 / -1.45 eV
* E_tot: -919.2202 a.u.
* frontier orbital gap (alpha / beta): 7.422 / 7.343 eV



Entry from OMol25: a structure of composition C3H6EuO3 in a non-equilibrium geometry (wB97M-V/def2-TZVPD).

Geometry as ORCA input:
```
! wB97M-V def2-TZVPD RIJCOSX def2/J DEFGRID3
* xyz 2 8
C 0.4300 -0.9503 -1.2745
C 0.6913 -0.5504 0.1209
O 0.0419 0.6801 0.4738
C 0.1768 1.1461 1.6955
O -0.4853 2.2928 1.6318
Eu -1.5110 2.6560 -0.5458
H 1.3578 -1.3222 -1.7232
H -0.2185 -0.2497 -1.8148
H 1.7476 -0.4961 0.3971
H -0.4575 2.7945 2.4579
H 0.0259 -1.5709 0.5842
O -0.4384 -2.3249 -0.9215
H -1.3605 -2.1048 -1.0813
*
```

Properties
* relative energy (zero: lowest compared OMol25 entry of this formula, charge and spin): 411.0 kJ/mol
* E_LUMO (alpha / beta): -10.03 / -9.79 eV
* E_tot: -1053.1580 a.u.
* frontier orbital gap (alpha / beta): 6.941 / 7.173 eV



Entry from OMol25: an isolated molecule of C3H6F2 in a non-equilibrium geometry (wB97M-V/def2-TZVPD).

Geometry as ORCA input:
```
! wB97M-V def2-TZVPD RIJCOSX def2/J DEFGRID3
* xyz 0 1
C -1.8559 -0.0341 -0.0520
C -0.5566 -0.8646 0.0359
C 0.5489 0.0331 0.3544
F 1.6623 -0.5345 -0.2107
F 0.3114 1.3591 -0.1063
H -2.8023 -0.5414 -0.1352
H -1.8404 0.7563 0.7623
H -1.8678 0.5090 -0.9416
H -0.6321 -1.7177 0.7426
H -0.3302 -1.3521 -0.9871
H 0.8911 0.1178 1.3830
*
```

Properties
* relative energy (zero: lowest compared OMol25 entry of this formula, charge and spin): 62.9 kJ/mol
* E_LUMO: 1.10 eV
* E_tot: -317.6196 a.u.
* frontier orbital gap: 13.106 eV



Entry from OMol25: a structure of composition C3H6F2N2 in a non-equilibrium geometry (wB97M-V/def2-TZVPD).

Geometry as ORCA input:
```
! wB97M-V def2-TZVPD RIJCOSX def2/J DEFGRID3
* xyz 0 1
C 1.3075 -0.7373 -0.7733
C 0.6906 0.2736 0.2604
C -0.6281 1.1350 -0.0011
H 1.6615 -0.0689 -1.5306
H 0.9639 -1.8049 -1.3459
H 2.4396 -0.9606 -0.2445
H -0.3169 2.1450 -0.4147
H -1.3966 -0.6721 0.9553
H -2.9742 -0.1581 1.0528
N -1.8052 0.8298 -0.1523
N -2.1408 -0.5754 0.1531
F 1.7535 1.0200 0.5211
F 0.4452 -0.4261 1.5196
*
```

Properties
* relative energy (zero: lowest compared OMol25 entry of this formula, charge and spin): 417.3 kJ/mol
* E_LUMO: 0.73 eV
* E_tot: -426.9907 a.u.
* frontier orbital gap: 11.093 eV



Entry from OMol25: an isolated molecule of C3H6F2N2 in a non-equilibrium geometry (wB97M-V/def2-TZVPD).

Geometry as ORCA input:
```
! wB97M-V def2-TZVPD RIJCOSX def2/J DEFGRID3
* xyz 0 1
H -1.7689 -0.2748 -2.0077
N -0.6431 -0.3501 -2.1701
C -0.2602 -0.0694 -0.9222
N -0.9513 0.2431 0.2683
C -0.1328 0.7914 1.3166
C 1.1146 -0.6530 -0.5938
F 0.9752 -1.1572 0.7371
F 2.0132 0.4070 -0.7021
H -1.9765 0.1089 0.4683
H 0.9401 1.1976 0.9682
H -0.2444 -0.0410 2.0020
H -0.5034 1.5463 1.8534
H 1.4375 -1.7488 -1.2181
*
```

Properties
* relative energy (zero: lowest compared OMol25 entry of this formula, charge and spin): 317.4 kJ/mol
* E_LUMO: 0.71 eV
* E_tot: -427.0288 a.u.
* frontier orbital gap: 9.755 eV



Entry from OMol25: a cluster of 2 separate species, C3H6F2N3O2 in total in a non-equilibrium geometry (wB97M-V/def2-TZVPD).

Geometry as ORCA input:
```
! wB97M-V def2-TZVPD RIJCOSX def2/J DEFGRID3
* xyz 1 1
C 0.7803 -0.3528 0.4048
C 2.5979 0.8284 -0.6190
C -1.6796 0.3420 0.2994
N 0.4901 -1.3010 1.0255
N 1.1798 0.6263 -0.3660
N -2.0579 -0.6481 -0.4792
O -1.7018 -0.8971 -1.6034
O -2.7637 -1.7179 0.1857
F -1.7491 0.3399 1.6313
F -1.7242 1.6129 -0.1916
H 2.8970 0.7702 -1.7663
H 3.2722 0.1563 -0.0738
H 2.8855 1.8372 -0.2614
H -2.9519 -1.0988 0.9405
H 0.0500 -1.7767 1.8070
H 0.4754 1.2792 -0.9334
*
```

Properties
* relative energy (zero: lowest compared OMol25 entry of this formula, charge and spin): 340.2 kJ/mol
* E_LUMO (alpha / beta): -4.93 / -4.93 eV
* E_tot: -631.8803 a.u.
* frontier orbital gap (alpha / beta): 8.697 / 8.697 eV



Entry from OMol25: an isolated molecule of C3H6F2NP in a non-equilibrium geometry (wB97M-V/def2-TZVPD).

Geometry as ORCA input:
```
! wB97M-V def2-TZVPD RIJCOSX def2/J DEFGRID3
* xyz 0 1
C 1.1357 -2.0869 0.1814
P 0.0859 -0.4009 0.4139
C 0.1088 0.3572 -1.2151
N -0.0489 1.2771 -1.9613
C -1.1906 1.3611 0.8533
F -2.0730 1.4442 -0.2096
F -1.9918 1.2192 1.9552
H 0.5322 -2.8603 0.4870
H 1.9075 -1.8816 0.9460
H 1.5299 -2.4394 -0.7632
H 1.0602 0.3163 1.1596
H -0.5236 1.5003 -2.8484
H -0.5324 2.1935 1.0011
*
```

Properties
* relative energy (zero: lowest compared OMol25 entry of this formula, charge and spin): 378.8 kJ/mol
* E_LUMO (alpha / beta): 0.13 / -0.42 eV
* E_tot: -713.5555 a.u.
* frontier orbital gap (alpha / beta): 7.314 / 6.391 eV



Entry from OMol25: a cluster of 2 separate species, C3H6F2O3 in total in a non-equilibrium geometry (wB97M-V/def2-TZVPD).

Geometry as ORCA input:
```
! wB97M-V def2-TZVPD RIJCOSX def2/J DEFGRID3
* xyz 0 1
C 0.5657 1.2329 -0.2008
C -2.6679 0.6458 0.2094
C 0.8970 -1.0466 -0.4435
O -2.3253 -0.0034 1.2501
O 2.2365 -0.9010 -0.2750
O 0.1603 0.0404 -0.7920
F -2.5496 -0.2994 -0.8226
F 0.3117 -1.3034 0.9028
H -0.1500 1.9155 -0.6120
H 1.5753 1.4292 -0.6814
H 0.6779 1.3287 0.8144
H 0.7805 -2.0208 -0.9093
H -1.9082 -0.8704 1.2176
H 2.3961 -0.1475 0.3421
*
```

Properties
* relative energy (zero: lowest compared OMol25 entry of this formula, charge and spin): 224.5 kJ/mol
* E_LUMO: 0.67 eV
* E_tot: -543.2572 a.u.
* frontier orbital gap: 11.154 eV